[1]
Here is C12H25ClDyNO2P2 as an isolated structure from the Open Molecules 2025 dataset. Energies are from the ωB97M-V functional and the def2-TZVPD basis.

Structure (ORCA input):
```
! RIJCOSX wB97M-V def2-TZVPD def2/J DEFGRID3
* xyz 2 6
Dy -0.898 0.197 0.367
P 0.439 1.173 2.563
C 1.611 2.011 1.360
C 2.206 1.077 0.308
N 1.474 0.028 -0.162
C 2.013 -0.865 -1.036
C 3.265 -0.617 -1.584
C 3.984 0.521 -1.222
C 3.445 1.363 -0.250
C 1.269 -2.123 -1.428
P -0.556 -2.048 -1.160
H 3.956 2.267 0.079
H 3.653 -1.317 -2.322
H 4.955 0.746 -1.684
H 1.446 -2.278 -2.505
H 1.675 -2.971 -0.848
H 1.092 2.835 0.815
H 2.448 2.396 1.967
H -2.781 2.813 -1.949
O -1.995 3.399 -1.826
H -2.045 4.000 -2.600
H -4.441 -0.644 -1.985
O -4.661 0.047 -2.637
H -5.504 -0.252 -3.027
C -1.100 -1.390 -2.774
H -0.798 -2.098 -3.567
H -2.195 -1.248 -2.776
H -0.679 -0.395 -2.994
C -1.091 -3.773 -1.141
H -2.187 -3.797 -0.999
H -0.815 -4.282 -2.088
H -0.656 -4.313 -0.280
C 1.563 0.599 3.843
H 2.135 1.437 4.281
H 0.980 0.091 4.628
H 2.265 -0.156 3.459
C -0.397 2.622 3.292
H -1.136 2.243 4.019
H 0.343 3.280 3.793
H -0.974 3.188 2.537
Cl -3.505 -0.099 0.742
C -2.421 -0.993 1.924
H -2.652 -0.623 2.939
H -2.729 -2.052 1.928
*
```

Orbital gap (spin up / spin down) (eV): 6.574 / 9.180
⟨S²⟩: 9.07
Energy relative to the best compared isomer or geometry (same formula, charge and spin) (kcal per mole): 27.6
HOMO level (spin up / spin down) (eV): -15.1 / -15.5

[2]
Here is one molecule with the formula C14H14N2O3S from the Open Molecules 2025 dataset. Energies are from the ωB97M-V functional and the def2-TZVPD basis.

Structure (ORCA input):
```
! RIJCOSX wB97M-V def2-TZVPD def2/J DEFGRID3
* xyz 0 1
C -0.751 -3.978 -0.017
C -0.225 -2.733 -0.714
O -1.278 -1.824 -1.053
C -1.771 -1.073 -0.060
O -1.422 -1.112 1.085
N -2.776 -0.277 -0.580
C -3.521 0.734 0.016
O -4.596 1.025 -0.440
C -2.847 1.492 1.127
S -2.151 2.980 0.321
C -0.482 2.482 0.048
C 0.319 3.288 -0.794
C 1.607 2.899 -1.013
C 2.104 1.730 -0.390
C 3.417 1.254 -0.557
C 3.831 0.123 0.093
C 2.956 -0.573 0.941
C 1.671 -0.140 1.126
C 1.216 1.012 0.456
N -0.059 1.406 0.643
H -1.500 -4.469 -0.634
H -1.198 -3.711 0.938
H 0.070 -4.667 0.160
H 0.237 -2.981 -1.671
H 0.498 -2.213 -0.078
H -3.124 -0.574 -1.485
H -3.579 1.845 1.850
H -2.019 0.956 1.587
H -0.106 4.172 -1.240
H 2.260 3.472 -1.657
H 4.090 1.800 -1.203
H 4.841 -0.239 -0.037
H 3.309 -1.457 1.452
H 0.978 -0.650 1.777
*
```

Orbital gap (eV): 8.518
Energy relative to the best compared isomer or geometry (same formula, charge and spin) (kcal per mole): 0.0
HOMO level (eV): -8.4

[3]
Here is a 4-piece molecular cluster, C13H18BF10N2O7 overall from the Open Molecules 2025 dataset. Energies are from the ωB97M-V functional and the def2-TZVPD basis.

Structure (ORCA input):
```
! RIJCOSX wB97M-V def2-TZVPD def2/J DEFGRID3
* xyz -1 1
N 0.057 -5.624 -1.867
B 0.577 -4.242 -2.278
F 0.610 -4.086 -3.706
N -0.408 -3.081 -1.689
C -1.543 -3.463 -1.666
O -2.670 -3.834 -1.726
H -0.173 -6.216 -2.650
H 0.664 -6.094 -1.219
H 1.669 -4.002 -1.818
C 1.387 0.784 1.547
C 1.756 -0.683 1.487
O 2.183 -1.056 0.174
C 3.410 -0.771 -0.205
O 4.262 -0.236 0.445
C 3.587 -1.300 -1.631
F 2.570 -0.928 -2.408
F 3.621 -2.626 -1.616
F 4.710 -0.846 -2.203
H 0.645 1.010 0.780
H 0.978 1.034 2.521
H 2.249 1.424 1.362
H 0.877 -1.290 1.692
H 2.512 -0.943 2.229
C 2.574 7.086 -0.735
C 1.774 5.805 -0.845
O 1.868 5.023 0.358
C 1.115 5.419 1.373
O 0.374 6.355 1.379
C 1.300 4.460 2.554
F 2.592 4.216 2.794
F 0.706 3.290 2.301
F 0.776 4.953 3.672
H 3.611 6.865 -0.477
H 2.554 7.628 -1.680
H 2.176 7.735 0.043
H 2.177 5.180 -1.638
H 0.729 6.001 -1.083
C -5.641 -2.438 -0.967
C -4.485 -3.310 -0.526
O -3.501 -2.548 0.197
C -3.766 -2.261 1.455
O -4.746 -2.564 2.071
C -2.573 -1.505 2.049
F -2.162 -0.516 1.250
F -1.541 -2.333 2.220
F -2.855 -0.962 3.234
H -5.276 -1.591 -1.550
H -6.337 -3.013 -1.577
H -6.184 -2.034 -0.112
H -3.965 -3.716 -1.391
H -4.821 -4.153 0.077
*
```

Orbital gap (eV): 6.903
HOMO level (eV): -4.7

[4]
Here is one molecule with the formula C2H5NO2 from the Open Molecules 2025 dataset. Energies are from the ωB97M-V functional and the def2-TZVPD basis.

Structure (ORCA input):
```
! RIJCOSX wB97M-V def2-TZVPD def2/J DEFGRID3
* xyz 0 1
C 1.660 0.015 -0.047
O 0.350 -0.618 0.077
C -0.730 0.221 0.091
N -1.935 -0.415 -0.090
O -0.545 1.459 0.008
H 2.374 -0.747 -0.712
H 2.024 0.078 1.124
H 1.439 1.199 -0.579
H -1.985 -1.409 0.003
H -2.652 0.216 0.125
*
```

Orbital gap (eV): 11.243
Energy relative to the best compared isomer or geometry (same formula, charge and spin) (kcal per mole): 37.4
HOMO level (eV): -10.4

[5]
Here is a 9-piece molecular cluster, CH20O9 overall from the Open Molecules 2025 dataset. Energies are from the ωB97M-V functional and the def2-TZVPD basis.

Structure (ORCA input):
```
! RIJCOSX wB97M-V def2-TZVPD def2/J DEFGRID3
* xyz 0 1
C -0.916 3.796 -0.019
O -0.080 4.702 -0.653
H -1.450 4.459 0.661
H -1.746 3.415 -0.615
H -0.384 2.967 0.449
H -0.642 5.199 -1.252
O 1.838 1.141 0.517
H 2.485 1.632 1.022
H 1.182 0.874 1.161
O 2.801 -2.171 0.845
H 2.949 -3.046 1.204
H 1.850 -2.103 0.762
O -0.670 -0.152 -3.043
H -1.099 0.076 -2.218
H -1.375 -0.490 -3.595
O -2.524 -2.866 1.213
H -2.512 -2.011 0.782
H -3.003 -3.433 0.608
O 2.080 -1.267 -2.132
H 1.527 -1.597 -1.424
H 2.760 -1.933 -2.235
O -0.765 -0.048 -0.131
H -0.313 -0.876 0.032
H -0.727 0.414 0.706
O -0.256 0.595 2.482
H -0.765 1.346 2.789
H 0.177 0.261 3.267
O 0.148 -2.732 -0.269
H 0.072 -3.167 -1.118
H -0.644 -2.985 0.203
*
```

Orbital gap (eV): 9.809
Energy relative to the best compared isomer or geometry (same formula, charge and spin) (kcal per mole): 40.3
HOMO level (eV): -9.8

[6]
Here is a 4-piece molecular cluster, C24H35BF24NO4 overall from the Open Molecules 2025 dataset. Energies are from the ωB97M-V functional and the def2-TZVPD basis.

Structure (ORCA input):
```
! RIJCOSX wB97M-V def2-TZVPD def2/J DEFGRID3
* xyz -1 1
C 1.206 7.257 -3.614
N 0.440 7.343 -2.383
C -1.022 7.112 -2.509
B -1.448 5.613 -1.992
O -0.965 5.494 -0.567
C -0.738 4.206 -0.091
C 0.640 4.107 0.642
C 1.258 5.486 0.847
C 1.637 3.110 0.028
C 2.352 3.548 -1.259
C 3.813 3.036 -1.263
C 1.654 3.026 -2.541
H 0.565 7.159 -4.493
H 1.866 8.122 -3.731
H 1.867 6.380 -3.606
H 0.645 8.190 -1.880
H -1.350 7.301 -3.541
H -1.528 7.854 -1.879
H -0.833 4.807 -2.700
H -2.671 5.430 -2.068
H -1.532 3.957 0.640
H -0.813 3.468 -0.893
H 0.428 3.728 1.649
H 0.609 6.096 1.471
H 1.417 5.994 -0.101
H 2.232 5.370 1.339
H 2.400 2.920 0.790
H 1.125 2.164 -0.159
H 2.406 4.630 -1.354
H 4.392 3.689 -1.921
H 3.874 2.045 -1.711
H 4.250 3.028 -0.266
H 2.393 2.608 -3.229
H 1.156 3.837 -3.066
H 0.932 2.248 -2.299
C -1.748 -1.491 3.072
C -2.106 -2.771 2.300
C -1.011 -3.435 1.460
F -0.578 -2.633 0.475
F -1.530 -4.557 0.896
F -3.210 -2.570 1.550
F -2.432 -3.707 3.247
O -2.106 -0.247 2.516
C -1.284 0.411 1.618
C -1.961 0.570 0.251
F -2.304 -0.650 -0.233
F -1.108 1.140 -0.614
F -0.083 -0.198 1.515
F -1.077 1.641 2.110
H -2.347 -1.550 3.980
H -0.704 -1.504 3.390
H -0.168 -3.723 2.094
H -2.859 1.184 0.338
C 4.970 -2.110 -1.513
C 5.100 -0.863 -2.402
C 5.771 -1.035 -3.767
F 7.050 -1.449 -3.640
F 5.777 0.157 -4.401
F 5.698 0.129 -1.712
F 3.826 -0.472 -2.676
O 5.927 -2.297 -0.482
C 7.120 -2.929 -0.698
C 8.311 -1.994 -0.460
F 8.248 -0.922 -1.268
F 9.455 -2.669 -0.733
F 7.180 -3.513 -1.911
F 7.224 -3.915 0.227
H 4.037 -1.960 -0.973
H 4.841 -3.015 -2.107
H 5.216 -1.753 -4.378
H 8.322 -1.661 0.580
C -5.130 -6.273 2.698
C -5.782 -6.585 1.343
C -6.733 -5.541 0.753
F -7.798 -5.337 1.555
F -7.186 -5.998 -0.438
F -6.394 -7.790 1.394
F -4.760 -6.687 0.447
O -5.707 -6.848 3.860
C -6.741 -6.250 4.529
C -8.004 -7.119 4.517
F -8.402 -7.370 3.255
F -8.997 -6.454 5.154
F -6.990 -5.005 4.082
F -6.370 -6.147 5.829
H -4.147 -6.737 2.644
H -4.952 -5.205 2.822
H -6.210 -4.594 0.591
H -7.811 -8.065 5.027
*
```

Orbital gap (eV): 5.366
HOMO level (eV): -3.7

[7]
Here is a 19-piece molecular cluster, C45H67Cl54N5O5PSi overall from the Open Molecules 2025 dataset. Energies are from the ωB97M-V functional and the def2-TZVPD basis.

Structure (ORCA input):
```
! RIJCOSX wB97M-V def2-TZVPD def2/J DEFGRID3
* xyz 1 1
C 6.266 -4.793 1.619
C 7.176 -3.750 0.903
C 7.090 -2.456 1.743
C 8.618 -4.307 0.982
C 6.625 -3.640 -0.545
C 6.994 -2.400 -1.389
C 6.728 -2.791 -2.875
C 8.485 -1.993 -1.312
C 6.120 -1.171 -1.110
C 6.476 0.075 -1.666
C 5.736 1.234 -1.437
C 4.595 1.199 -0.631
O 3.934 2.386 -0.409
C 2.530 2.318 -0.559
C 1.886 2.876 0.723
O 0.464 2.940 0.622
C -0.173 1.758 1.046
C -0.712 1.037 -0.218
N -1.670 -0.031 0.093
C -1.294 -1.306 0.013
N -2.301 -2.122 0.311
C -3.326 -1.307 0.617
N -4.493 -1.787 1.024
C -5.628 -0.993 1.447
C -5.345 -0.379 2.844
O -4.694 -0.962 3.661
C -4.628 -3.265 1.064
C -3.911 -3.922 2.261
O -2.878 -4.808 1.785
Si -3.402 -6.387 1.491
C -4.032 -7.288 3.014
C -1.883 -7.336 0.880
C -4.715 -6.533 0.146
N -2.989 0.032 0.470
P -4.003 1.521 0.683
N -4.902 1.570 -0.802
O -3.042 2.837 0.537
C 4.231 -0.025 -0.079
C 4.970 -1.185 -0.319
H 6.251 -5.698 1.001
H 6.614 -5.003 2.631
H 5.237 -4.412 1.641
H 7.692 -2.613 2.646
H 6.054 -2.294 2.051
H 7.487 -1.570 1.247
H 9.324 -3.478 0.879
H 8.816 -5.075 0.230
H 8.768 -4.730 1.979
H 7.000 -4.518 -1.086
H 5.536 -3.760 -0.527
H 5.723 -3.203 -2.997
H 7.432 -3.596 -3.126
H 6.930 -1.957 -3.548
H 9.160 -2.841 -1.197
H 8.753 -1.514 -2.261
H 8.690 -1.250 -0.538
H 7.354 0.203 -2.291
H 6.077 2.163 -1.882
H 2.166 1.319 -0.819
H 2.230 2.980 -1.380
H 2.247 3.901 0.834
H 2.224 2.294 1.588
H 0.510 1.087 1.581
H -0.978 2.013 1.744
H 0.152 0.549 -0.671
H -1.075 1.751 -0.960
H -0.291 -1.605 -0.251
H -5.911 -0.210 0.734
H -6.527 -1.596 1.583
H -5.790 0.607 3.081
H -4.324 -3.705 0.115
H -5.695 -3.483 1.148
H -3.458 -3.178 2.920
H -4.588 -4.525 2.879
H -3.254 -7.324 3.779
H -4.991 -6.932 3.403
H -4.205 -8.326 2.698
H -2.277 -8.177 0.296
H -1.271 -7.706 1.704
H -1.317 -6.724 0.174
H -4.702 -7.531 -0.304
H -4.598 -5.825 -0.684
H -5.736 -6.381 0.521
H -5.043 0.609 -1.114
H -4.371 2.003 -1.562
H -3.369 3.364 -0.212
H 3.347 -0.063 0.556
H 4.625 -2.107 0.133
C -2.389 6.336 1.002
Cl -0.862 7.085 1.445
Cl -3.560 6.486 2.309
Cl -3.026 7.049 -0.487
H -2.205 5.285 0.822
C -0.608 -6.863 6.126
Cl 0.625 -7.856 6.906
Cl -0.451 -6.936 4.372
Cl -2.226 -7.358 6.626
H -0.456 -5.836 6.436
C -8.892 -4.034 -0.132
Cl -7.881 -2.674 -0.658
Cl -9.057 -5.219 -1.418
Cl -8.229 -4.772 1.332
H -9.878 -3.642 0.099
C 6.262 0.907 -5.745
Cl 6.254 2.652 -5.998
Cl 7.752 0.395 -4.944
Cl 4.852 0.420 -4.802
H 6.213 0.421 -6.711
C 6.229 6.434 -4.787
Cl 5.992 5.768 -6.410
Cl 6.118 5.191 -3.541
Cl 7.778 7.277 -4.683
H 5.440 7.154 -4.607
C -2.468 10.285 2.416
Cl -3.940 10.381 3.391
Cl -2.666 11.172 0.905
Cl -1.076 10.881 3.317
H -2.290 9.247 2.172
C 0.256 6.169 -2.725
Cl -0.042 5.669 -4.391
Cl 0.179 4.778 -1.632
Cl 1.814 6.977 -2.578
H -0.519 6.867 -2.436
C 7.032 9.929 -7.282
Cl 8.531 9.982 -8.210
Cl 6.540 11.550 -6.790
Cl 5.755 9.135 -8.211
H 7.209 9.345 -6.389
C -5.052 -7.293 9.168
Cl -6.582 -7.777 8.431
Cl -5.330 -6.208 10.532
Cl -4.120 -8.704 9.666
H -4.477 -6.756 8.425
C -6.437 8.258 5.409
Cl -7.926 7.791 4.583
Cl -6.787 9.237 6.830
Cl -5.494 6.830 5.847
H -5.845 8.851 4.725
C 9.808 13.218 -4.878
Cl 9.819 11.451 -4.900
Cl 10.877 13.863 -6.122
Cl 8.170 13.844 -5.072
H 10.178 13.541 -3.914
C 1.004 -3.142 4.445
Cl -0.482 -3.751 3.703
Cl 0.629 -2.090 5.812
Cl 2.058 -4.462 4.949
H 1.534 -2.556 3.706
C -0.962 -11.144 8.001
Cl -0.625 -12.876 7.977
Cl -2.395 -10.777 7.040
Cl -1.157 -10.563 9.657
H -0.118 -10.629 7.563
C -7.853 3.740 -0.529
Cl -9.344 3.825 0.405
Cl -8.012 4.607 -2.056
Cl -6.496 4.380 0.409
H -7.646 2.700 -0.746
C -0.287 -4.721 -2.099
Cl 0.453 -4.680 -3.699
Cl -1.935 -5.344 -2.190
Cl 0.689 -5.670 -0.976
H -0.333 -3.707 -1.725
C 7.283 3.448 -9.517
Cl 7.296 1.680 -9.509
Cl 8.346 4.076 -10.773
Cl 5.638 4.057 -9.721
H 7.652 3.790 -8.558
C -13.232 -3.163 -0.847
Cl -13.555 -3.770 -2.467
Cl -13.299 -4.463 0.341
Cl -11.655 -2.356 -0.789
H -13.990 -2.432 -0.598
C -9.954 6.502 -5.048
Cl -10.154 7.612 -6.401
Cl -8.288 6.538 -4.451
Cl -11.084 6.880 -3.748
H -10.163 5.500 -5.397
*
```

Orbital gap (eV): 7.369
HOMO level (eV): -10.3

[8]
Here is one molecule with the formula C4H7NO from the Open Molecules 2025 dataset. Energies are from the ωB97M-V functional and the def2-TZVPD basis.

Structure (ORCA input):
```
! RIJCOSX wB97M-V def2-TZVPD def2/J DEFGRID3
* xyz 0 1
C -1.307 0.836 0.263
C -0.001 0.510 -0.440
C 1.136 0.092 0.515
N 1.180 -1.373 0.426
C 0.444 -1.666 -0.562
O -0.198 -0.685 -1.238
H -2.094 1.071 -0.459
H -1.629 -0.025 0.860
H -1.177 1.692 0.934
H 0.290 1.309 -1.127
H 2.110 0.494 0.212
H 0.950 0.409 1.547
H 0.269 -2.669 -0.939
*
```

Orbital gap (eV): 10.607
Energy relative to the best compared isomer or geometry (same formula, charge and spin) (kcal per mole): 22.0
HOMO level (eV): -9.6

Number 1: E_tot -73603.0934 eV. Number 2: E_tot -34704.4896 eV. Number 3: E_tot -58941.1399 eV. Number 4: E_tot -7739.1312 eV. Number 5: E_tot -19788.1418 eV. Number 6: E_tot -101032.4444 eV. Number 7: E_tot -758811.2404 eV. Number 8: E_tot -7798.6888 eV.